The following is a DFT calculation (the ωB97M-V functional and the def2-TZVPD basis) of a cluster of 8 separate species, C36H72O12 in total in a non-equilibrium geometry.

The calculation puts the LUMO energy (spin up / spin down) at 2.4 / 2.3 eV. Its highest occupied orbital energy (spin up / spin down) is 0.626 / -4.705 eV. The electronic energy comes out at -2317.33742 Ha. Its frontier orbital gap (spin up / spin down) is 1.765 / 7.054 eV. As for the net charge: -1. The energy above the lowest of the compared OMol25 structures with the same formula, charge and spin comes out at 204.9 kcal per mole. The multiplicity is 2. The expectation value of S² is 0.76.

Last column: Mulliken spin population.
Cartesian coordinates (Å):
1 C 4.937 6.959 6.142  0.0001
2 O 3.795 6.092 6.237  0.0002
3 C 2.547 6.659 5.888  -0.0005
4 C 1.458 5.540 5.790  -0.0004
5 O 1.688 4.819 4.618  -0.0352
6 C 0.575 4.133 4.094  0.1380
7 H 5.029 7.447 5.171  -0.0002
8 H 5.821 6.485 6.568  0.0001
9 H 4.801 7.778 6.848  -0.0001
10 H 2.582 7.106 4.894  0.0002
11 H 2.186 7.425 6.575  0.0003
12 H 0.486 6.032 5.733  0.0012
13 H 1.433 4.829 6.615  -0.0009
14 H -0.235 4.847 3.946  -0.0006
15 H 0.231 3.239 4.614  -0.0584
16 H 0.826 3.796 3.088  0.0135
17 C -1.225 2.096 -2.554  0.1220
18 O -0.727 2.999 -1.542  -0.0490
19 C -1.674 3.460 -0.549  0.0413
20 C -0.983 4.259 0.597  0.0132
21 O -0.450 5.520 0.163  0.0015
22 C -0.103 6.465 1.197  -0.0178
23 H -1.665 1.196 -2.125  0.0004
24 H -0.496 1.860 -3.330  -0.0034
25 H -1.985 2.609 -3.143  -0.0055
26 H -2.208 2.665 -0.028  0.0128
27 H -2.357 4.099 -1.109  0.0003
28 H -0.128 3.639 0.869  0.0255
29 H -1.701 4.315 1.415  -0.0294
30 H 0.434 7.363 0.891  0.0003
31 H 0.412 5.924 1.992  0.0021
32 H -1.020 6.793 1.686  -0.0050
33 C -3.119 -3.153 5.444  0.0664
34 O -4.217 -3.601 4.672  -0.0338
35 C -4.552 -2.658 3.576  0.0457
36 C -5.675 -3.339 2.759  0.0173
37 O -5.345 -4.720 2.343  -0.0271
38 C -4.368 -4.673 1.316  -0.0044
39 H -3.262 -3.697 6.377  -0.0139
40 H -3.154 -2.087 5.668  -0.0043
41 H -2.161 -3.456 5.020  0.0036
42 H -3.657 -2.446 2.991  0.0000
43 H -4.885 -1.703 3.982  -0.0141
44 H -6.056 -2.702 1.960  -0.0092
45 H -6.590 -3.436 3.343  0.0051
46 H -3.434 -4.184 1.591  0.0292
47 H -4.760 -4.196 0.418  0.0108
48 H -4.101 -5.711 1.122  0.0102
49 C -5.771 -9.316 -1.281  -0.0013
50 O -5.216 -8.006 -1.397  -0.0084
51 C -4.880 -7.545 -2.676  -0.0144
52 C -4.352 -6.130 -2.594  0.0408
53 O -2.994 -6.175 -1.935  -0.0454
54 C -2.296 -5.000 -1.709  -0.0452
55 H -5.949 -9.448 -0.214  -0.0009
56 H -5.037 -9.990 -1.724  0.0001
57 H -6.762 -9.430 -1.720  0.0002
58 H -5.668 -7.614 -3.427  -0.0059
59 H -4.030 -8.194 -2.889  0.0002
60 H -4.958 -5.497 -1.946  0.0020
61 H -4.163 -5.645 -3.552  0.0111
62 H -2.348 -4.442 -2.644  0.0374
63 H -1.243 -5.183 -1.497  0.0196
64 H -2.676 -4.449 -0.848  0.0397
65 C 3.938 2.217 -5.548  0.0001
66 O 3.146 1.722 -4.468  -0.0023
67 C 3.960 1.023 -3.522  0.0033
68 C 3.296 0.408 -2.246  -0.0041
69 O 4.351 0.278 -1.289  -0.0031
70 C 3.939 -0.363 -0.112  0.0310
71 H 4.891 2.698 -5.331  -0.0001
72 H 3.297 2.847 -6.164  -0.0003
73 H 4.210 1.402 -6.219  0.0000
74 H 4.819 1.643 -3.266  -0.0002
75 H 4.523 0.184 -3.932  -0.0017
76 H 2.717 -0.499 -2.422  0.0002
77 H 2.534 1.036 -1.786  -0.0006
78 H 3.366 0.298 0.538  -0.0287
79 H 4.933 -0.485 0.319  0.0003
80 H 3.543 -1.375 -0.189  0.0088
81 C 0.518 -4.957 -6.578  0.0097
82 O 1.002 -4.151 -5.477  -0.0052
83 C -0.055 -3.725 -4.545  0.0086
84 C 0.319 -2.623 -3.509  -0.0377
85 O 0.092 -1.284 -3.947  -0.0050
86 C 0.893 -0.889 -5.041  0.0223
87 H -0.179 -5.629 -6.077  0.0007
88 H 1.403 -5.432 -7.000  -0.0014
89 H 0.004 -4.392 -7.355  -0.0005
90 H -0.515 -4.602 -4.090  0.0160
91 H -0.866 -3.252 -5.099  0.0009
92 H 1.345 -2.780 -3.176  -0.0258
93 H -0.186 -2.865 -2.574  0.0270
94 H 0.749 -1.387 -6.000  0.0090
95 H 1.969 -0.845 -4.876  0.0022
96 H 0.525 0.130 -5.159  -0.0041
97 C 0.082 0.145 2.213  0.1905
98 C -0.683 -0.986 2.439  -0.1235
99 C -1.051 -1.764 1.341  0.0185
100 C -0.704 -1.418 0.002  0.1422
101 C -0.035 -0.227 -0.155  -0.0801
102 C 0.397 0.517 0.930  0.1904
103 H 0.265 0.742 3.094  0.0453
104 H -0.878 -1.440 3.399  0.0944
105 H -1.526 -2.723 1.483  0.1059
106 H -1.026 -2.043 -0.817  0.0951
107 H 0.035 0.211 -1.140  0.0430
108 H 0.733 1.535 0.799  -0.0315
109 C 3.440 3.427 0.378  0.0102
110 C 4.562 3.017 1.021  -0.0059
111 C 5.394 3.981 1.566  0.0007
112 C 5.100 5.371 1.506  0.0003
113 C 3.961 5.745 0.772  0.0004
114 C 3.140 4.778 0.241  -0.0051
115 H 2.818 2.668 -0.073  0.0089
116 H 4.877 1.985 1.036  0.0010
117 H 6.303 3.649 2.046  -0.0001
118 H 5.816 6.067 1.918  -0.0002
119 H 3.650 6.775 0.676  0.0003
120 H 2.244 5.017 -0.313  0.0021

The following is a DFT calculation (the ωB97M-V functional and the def2-TZVPD basis) of a structure of composition C41H49CaCl2FN4O6SSi.

The calculation puts the LUMO energy at 3.8 eV. Its highest occupied orbital energy is -0.593 eV. The electronic energy comes out at -4648.22135 Ha. Its frontier orbital gap is 4.436 eV. As for the net charge: -2. The energy above the lowest of the compared OMol25 structures with the same formula, charge and spin comes out at 19.7 kcal per mole.

Last column: Löwdin charge in e.
Cartesian coordinates (Å):
1 Ca 1.758 -1.274 -0.411  1.2567
2 N 0.327 -0.130 1.518  0.0672
3 C 0.730 1.219 1.623  -0.2679
4 C 0.915 1.862 2.816  -0.0440
5 C 1.400 3.187 2.857  -0.1016
6 C 1.678 3.867 1.708  -0.0544
7 C 1.515 3.229 0.453  -0.1561
8 C 1.840 3.844 -0.779  -0.0109
9 C 1.739 3.129 -1.934  -0.0422
10 C 1.342 1.780 -1.866  -0.1410
11 N 1.001 1.183 -0.750  0.0628
12 C 1.064 1.896 0.409  -0.1989
13 H 0.348 -0.596 2.417  0.1012
14 H -0.617 -0.232 1.152  0.0294
15 H 0.681 1.344 3.739  0.1096
16 H 1.535 3.668 3.818  0.0969
17 H 2.039 4.888 1.735  0.1038
18 H 2.204 4.865 -0.783  0.1115
19 H 2.027 3.546 -2.888  0.1080
20 H 1.357 1.161 -2.757  0.1033
21 C -4.025 -3.787 3.477  -0.0487
22 C -4.401 -4.070 2.028  -0.3062
23 C -5.662 -3.297 1.674  -0.1674
24 C -6.045 -3.541 0.224  -0.1358
25 C -4.905 -3.116 -0.660  -0.1469
26 C -5.125 -2.610 -1.921  0.0408
27 C -4.052 -2.195 -2.701  -0.2659
28 F -4.317 -1.722 -3.945  0.0364
29 C -2.767 -2.234 -2.245  0.0661
30 C -2.524 -2.745 -0.965  -0.0682
31 C -1.137 -2.735 -0.469  -0.3194
32 O -0.261 -2.187 -1.159  -0.1061
33 C -0.934 -3.391 0.790  -0.0278
34 C -2.032 -3.804 1.484  0.0046
35 N -3.315 -3.692 1.094  0.0271
36 C -3.586 -3.196 -0.176  -0.1245
37 C 0.411 -3.632 1.497  -0.6452
38 O 0.391 -4.431 2.444  -0.0244
39 O 1.411 -2.985 1.077  -0.1786
40 H -4.912 -3.934 4.095  0.0790
41 H -3.699 -2.749 3.572  0.0810
42 H -3.246 -4.444 3.860  0.0732
43 H -4.596 -5.143 1.897  0.1487
44 H -5.452 -2.236 1.837  0.0724
45 H -6.460 -3.606 2.353  0.1189
46 H -6.944 -2.984 -0.049  0.1055
47 H -6.265 -4.604 0.074  0.1194
48 H -6.132 -2.517 -2.308  0.1261
49 H -1.935 -1.875 -2.835  0.1358
50 H -1.841 -4.254 2.445  0.1210
51 C -3.641 3.888 -1.389  -0.0288
52 C -3.673 2.361 -1.452  -0.6466
53 C -2.269 1.803 -1.271  -0.0468
54 C -4.253 1.897 -2.783  -0.0273
55 O -4.571 1.897 -0.449  -0.1695
56 Si -4.313 1.498 1.143  -0.1827
57 S -3.359 -0.268 1.496  0.3564
58 O -5.862 1.560 1.771  -0.1689
59 C -7.102 1.175 1.209  -0.6589
60 C -7.719 2.402 0.540  -0.0300
61 C -6.962 0.037 0.195  -0.0402
62 C -7.969 0.711 2.379  -0.0377
63 O -3.594 2.872 1.741  -0.1585
64 C -3.329 3.335 3.055  -0.6576
65 C -4.601 3.969 3.618  -0.0370
66 C -2.235 4.389 2.906  -0.0293
67 C -2.850 2.213 3.971  -0.0570
68 H -2.990 4.294 -2.168  0.0816
69 H -3.270 4.204 -0.413  0.0724
70 H -4.649 4.287 -1.524  0.0805
71 H -1.622 2.157 -2.077  0.0844
72 H -2.275 0.712 -1.278  0.0702
73 H -1.844 2.132 -0.321  0.0736
74 H -3.648 2.257 -3.619  0.0842
75 H -5.273 2.272 -2.897  0.0803
76 H -4.278 0.808 -2.817  0.0708
77 H -7.060 2.743 -0.260  0.0762
78 H -7.826 3.207 1.269  0.0822
79 H -8.702 2.169 0.121  0.0780
80 H -6.416 0.368 -0.688  0.0776
81 H -7.951 -0.323 -0.103  0.0859
82 H -6.400 -0.781 0.644  0.0486
83 H -8.039 1.506 3.125  0.0788
84 H -7.511 -0.161 2.850  0.0818
85 H -8.976 0.448 2.046  0.0762
86 H -4.939 4.768 2.954  0.0842
87 H -4.415 4.387 4.611  0.0774
88 H -5.392 3.222 3.682  0.0718
89 H -2.578 5.188 2.244  0.0815
90 H -1.342 3.940 2.469  0.0703
91 H -1.973 4.821 3.875  0.0811
92 H -3.620 1.450 4.088  0.0662
93 H -2.597 2.621 4.954  0.0818
94 H -1.972 1.726 3.546  0.0591
95 Cl 3.684 0.671 -4.645  0.5348
96 C 4.252 1.222 -3.069  -0.6385
97 C 4.910 2.425 -3.018  -0.2153
98 C 5.344 2.977 -1.807  -0.1869
99 C 5.071 2.247 -0.641  -0.2012
100 C 4.424 1.045 -0.709  -0.5839
101 Cl 4.057 0.223 0.822  0.6165
102 C 3.929 0.342 -1.920  -0.6774
103 N 3.281 -0.751 -1.943  -0.2270
104 H 5.076 2.959 -3.948  0.0778
105 H 5.866 3.924 -1.772  0.0570
106 H 5.356 2.638 0.331  0.0828

The following is a DFT calculation (the ωB97M-V functional and the def2-TZVPD basis) of an isolated molecule of C6H6O in a non-equilibrium geometry.

The calculation puts the LUMO energy at 0.5 eV. Its highest occupied orbital energy is -8.519 eV. The electronic energy comes out at -307.26762 Ha. Its frontier orbital gap is 9.056 eV. The energy above the lowest of the compared OMol25 structures with the same formula, charge and spin comes out at 122.9 kcal per mole. As for the SMILES: C#CC(=C=C)CO.

Last column: Löwdin charge in e.
Cartesian coordinates (Å):
1 C -1.259 2.561 0.668  0.1260
2 C -0.747 1.502 0.410  -0.1106
3 C -0.118 0.249 0.185  -0.2840
4 C -0.851 -0.806 -0.120  -0.0849
5 C -1.273 -1.666 -0.993  0.0591
6 C 1.385 0.102 0.361  -0.2192
7 O 1.926 -1.002 -0.329  -0.0547
8 H -1.717 3.485 0.930  0.0232
9 H -0.574 -1.028 -1.620  0.1186
10 H -1.811 -2.632 -0.947  0.0832
11 H 1.591 0.054 1.436  0.1228
12 H 1.891 0.987 -0.039  0.1305
13 H 1.557 -1.806 0.058  0.0898